(1)
{
  "formula": "C25H48BrF2N4O8PS",
  "method": "ωB97M-V with the def2-TZVPD basis set",
  "symbols": ["C", "C", "C", "C", "C", "C", "S", "O", "C", "C", "C", "C", "C", "C", "O", "C", "C", "O", "P", "N", "C", "N", "C", "O", "N", "C", "C", "C", "Br", "N", "C", "O", "F", "C", "O", "F", "H", "H", "H", "H", "H", "H", "H", "H", "H", "H", "H", "H", "H", "H", "H", "H", "H", "H", "H", "H", "H", "H", "H", "H", "H", "H", "H", "H", "H", "H", "H", "H", "H", "H", "H", "H", "C", "C", "O", "H", "H", "H", "H", "H", "H", "C", "C", "O", "H", "H", "H", "H", "H", "H"],
  "positions_angstrom": [[-1.199, -0.166, -5.708], [-1.798, -1.625, -5.463], [-0.709, -2.586, -4.811], [-1.310, -3.483, -3.616], [-0.176, -3.627, -2.503], [-0.769, -3.966, -1.044], [-2.274, -5.057, -1.367], [-1.292, -2.817, -0.403], [-0.437, -2.047, 0.449], [-0.759, -2.455, 1.929], [-0.505, -1.409, 3.072], [0.979, -1.576, 3.648], [1.732, -0.208, 3.896], [3.290, -0.557, 3.917], [3.969, 0.009, 5.062], [4.375, 1.315, 4.696], [5.665, 1.498, 3.836], [3.676, 2.217, 5.056], [1.442, -2.328, 0.242], [1.902, -3.738, 0.865], [-0.817, -0.511, 0.050], [-0.757, -0.575, -1.456], [-1.711, -0.056, -2.032], [-2.630, 0.388, -2.543], [0.358, 0.286, 0.429], [0.908, 1.221, -0.552], [1.922, 2.250, 0.141], [3.367, 1.627, 0.056], [1.949, 3.831, -1.085], [-2.008, 0.046, 0.645], [-3.204, -0.691, 0.790], [-3.909, -1.102, -0.047], [-3.608, -0.952, 2.098], [-2.083, 1.457, 0.873], [-2.581, 2.176, 0.087], [-1.539, 2.012, 2.008], [-0.074, -0.180, -5.691], [-1.531, 0.572, -4.934], [-1.484, 0.250, -6.711], [-2.727, -1.585, -4.839], [-2.002, -2.024, -6.495], [-0.329, -3.304, -5.584], [0.137, -1.935, -4.477], [-2.192, -2.898, -3.242], [-1.579, -4.454, -4.087], [0.482, -4.491, -2.805], [0.363, -2.652, -2.529], [-0.118, -4.651, -0.453], [-3.307, -4.190, -1.612], [-1.855, -2.729, 1.959], [-0.232, -3.407, 2.229], [-1.169, -1.714, 3.930], [-0.778, -0.350, 2.859], [1.617, -2.245, 3.016], [0.913, -2.080, 4.654], [1.483, 0.612, 3.178], [1.492, 0.121, 4.938], [3.785, -0.311, 2.933], [3.392, -1.674, 4.021], [6.072, 2.514, 4.042], [5.419, 1.377, 2.749], [6.376, 0.679, 4.136], [2.212, -1.367, 0.963], [1.868, -2.254, -1.111], [2.345, -4.298, 0.127], [0.399, 0.570, 1.401], [1.497, 0.758, -1.390], [0.079, 1.872, -0.960], [1.611, 2.532, 1.173], [3.546, 1.063, -0.899], [3.469, 0.880, 0.893], [4.161, 2.418, 0.115], [-2.212, 4.194, -5.513], [-3.434, 3.898, -6.362], [-3.429, 2.538, -6.783], [-1.298, 3.991, -6.075], [-2.203, 5.238, -5.191], [-2.192, 3.553, -4.627], [-3.439, 4.524, -7.256], [-4.354, 4.090, -5.800], [-3.434, 1.988, -5.990], [-1.016, 3.623, 6.090], [-0.260, 2.401, 5.606], [-1.146, 1.495, 4.953], [-1.810, 3.333, 6.781], [-0.346, 4.321, 6.597], [-1.493, 4.140, 5.253], [0.197, 1.878, 6.447], [0.532, 2.685, 4.905], [-1.540, 1.960, 4.207]],
  "lowdin_charge": [-0.1162, -0.2263, -0.2047, -0.2421, -0.2034, -0.6022, 0.7595, -0.2002, -0.4104, -0.1413, -0.1672, -0.1860, -0.1465, -0.1823, -0.0610, -0.4855, 0.0174, 0.1223, 0.8388, -0.3023, -0.3562, 0.2037, -0.2991, 0.2266, -0.0110, -0.2732, -0.6521, -0.1667, 0.6590, 0.1253, -0.4181, 0.2406, 0.0961, -0.4021, 0.2406, 0.1085, 0.0709, 0.0429, 0.0692, 0.0947, 0.1014, 0.1076, 0.0861, 0.0852, 0.0945, 0.1247, 0.0535, 0.0891, -0.1106, 0.1245, 0.1200, 0.1249, 0.0740, 0.0627, 0.1276, 0.0918, 0.1138, 0.1067, 0.1319, 0.0933, 0.0741, 0.0985, 0.0050, 0.0202, -0.0326, 0.0847, 0.1167, 0.0864, 0.0959, 0.0837, 0.0540, 0.0685, -0.0939, -0.3210, -0.0926, 0.0764, 0.0726, 0.0660, 0.1113, 0.1081, 0.0662, -0.0876, -0.3222, -0.0957, 0.0774, 0.0762, 0.0729, 0.1153, 0.1027, 0.0504],
  "homo_energy_ev": -8.82,
  "multiplicity": 1,
  "homo_lumo_gap_ev": 8.443,
  "total_energy_ev": -144639.989
}

(2)
{
  "formula": "C25H48CaCl3N4O3SSi",
  "method": "ωB97M-V with the def2-TZVPD basis set",
  "symbols": ["C", "C", "H", "H", "H", "C", "C", "H", "H", "H", "H", "Ca", "Cl", "Cl", "C", "O", "N", "C", "C", "H", "H", "H", "H", "H", "H", "H", "H", "H", "C", "C", "N", "H", "C", "O", "H", "H", "H", "H", "O", "C", "C", "C", "H", "C", "H", "C", "H", "C", "C", "H", "H", "H", "Si", "Cl", "C", "C", "C", "H", "H", "H", "H", "H", "H", "H", "H", "H", "C", "N", "C", "C", "S", "N", "C", "C", "H", "H", "H", "H", "H", "H", "H", "H", "H", "H", "H", "H"],
  "positions_angstrom": [[1.518, -0.897, -3.610], [1.075, 0.530, -3.585], [1.242, -1.420, -4.522], [1.108, -1.435, -2.758], [2.605, -0.954, -3.512], [0.617, 1.219, -4.633], [0.442, 0.743, -6.035], [0.351, 2.259, -4.473], [0.675, -0.310, -6.164], [1.081, 1.306, -6.720], [-0.583, 0.902, -6.380], [0.071, -0.090, 0.289], [2.316, 0.183, 0.791], [0.344, -2.314, -0.320], [0.468, 2.754, 1.045], [-0.362, 1.829, 1.048], [0.192, 3.992, 1.454], [-1.137, 4.368, 1.885], [1.195, 5.034, 1.392], [1.494, 2.588, 0.719], [-1.753, 3.479, 1.938], [-1.578, 5.074, 1.180], [-1.094, 4.839, 2.867], [2.124, 4.627, 1.008], [1.372, 5.453, 2.383], [0.874, 5.830, 0.722], [-1.428, -1.093, -3.303], [-2.361, 1.189, -3.844], [-2.228, -1.245, -2.583], [-3.182, 0.953, -3.167], [-2.718, 0.048, -2.138], [-1.828, -1.792, -1.739], [-2.535, 0.465, -0.893], [-2.032, -0.202, 0.029], [-3.546, 1.874, -2.720], [-2.898, 1.486, -0.711], [-3.041, -1.799, -3.052], [-3.990, 0.495, -3.736], [0.088, 0.621, -1.446], [1.152, 1.140, -2.192], [-0.041, 3.364, -2.049], [1.145, 2.651, -2.188], [-0.955, 2.809, -1.903], [-0.048, 4.751, -2.083], [2.106, 0.823, -1.756], [2.332, 3.363, -2.334], [-0.983, 5.289, -1.986], [1.141, 5.451, -2.242], [2.334, 4.750, -2.360], [3.263, 2.818, -2.431], [1.139, 6.533, -2.270], [3.268, 5.285, -2.475], [0.466, -7.543, -0.624], [0.719, -7.552, -2.711], [-1.348, -7.255, -0.288], [1.520, -6.159, 0.055], [1.027, -9.208, 0.008], [-1.681, -6.305, -0.702], [-1.543, -7.238, 0.785], [-1.960, -8.041, -0.727], [0.439, -10.014, -0.427], [0.921, -9.264, 1.092], [2.072, -9.391, -0.234], [1.218, -5.195, -0.353], [2.571, -6.307, -0.188], [1.433, -6.105, 1.140], [2.233, -0.774, 4.366], [1.051, -0.034, 4.812], [1.233, 0.817, 5.976], [-0.206, -0.173, 4.069], [-0.223, -1.248, 2.811], [-1.477, 0.472, 4.406], [-1.833, 1.107, 5.670], [-2.560, 0.453, 3.427], [3.124, -0.605, 5.006], [2.510, -0.465, 3.346], [2.028, -1.865, 4.384], [0.894, 1.851, 5.760], [0.752, 0.354, 6.861], [2.297, 0.897, 6.281], [-2.056, 2.182, 5.504], [-2.743, 0.615, 6.078], [-1.119, 1.022, 6.476], [-2.244, 0.972, 2.502], [-2.855, -0.591, 3.191], [-3.473, 0.969, 3.802]],
  "lowdin_charge": [-0.0451, -0.2267, 0.0602, 0.0258, 0.0895, -0.1329, -0.1100, 0.0960, 0.0538, 0.0648, 0.0605, 0.5381, -0.0870, -0.1505, -0.3163, -0.1826, -0.1651, -0.0295, -0.0466, 0.0823, 0.0774, 0.0872, 0.0849, 0.0922, 0.0836, 0.0782, 0.0860, 0.0828, -0.0283, -0.0497, -0.1665, 0.0314, -0.3219, -0.1908, 0.0806, 0.1410, 0.0862, 0.0826, -0.4724, -0.4121, -0.0408, -0.1828, 0.1043, -0.1007, 0.0884, -0.0258, 0.0936, -0.1309, -0.1006, 0.1194, 0.0890, 0.0921, 0.1163, 0.2524, -0.2153, -0.2108, -0.2270, 0.0342, 0.0310, 0.0211, 0.0216, 0.0281, 0.0245, -0.0108, 0.0275, 0.0353, -0.1355, -0.2132, -0.1076, -0.6066, 0.6962, -0.2160, -0.1005, -0.1279, 0.0804, 0.0100, 0.0725, 0.0909, 0.0777, 0.0799, 0.0870, 0.0883, 0.0407, 0.0613, 0.0717, 0.0859],
  "total_charge": -1,
  "homo_energy_ev": -4.71,
  "multiplicity": 1,
  "homo_lumo_gap_ev": 7.032,
  "total_energy_ev": -113532.129,
  "de_lowest_ev": 3.437
}